# 1
6
Properties=species:S:1:pos:R:3 method="wB97M-V/def2-TZVPD" total_charge=0 max_force_ev_per_a=2.62 energy_ev=-7102.25657 homo_ev="-8.933 / -8.038"
N 1.23673 -1.15449 -0.46775
O -0.41362 -0.32116 0.29022
H -1.56340 1.02279 -0.49643
N -0.55125 0.92371 -0.15926
H -0.20476 1.57947 0.63764
O 1.49630 -2.05033 0.19558


# 2
22
Properties=species:S:1:pos:R:3 method="wB97M-V/def2-TZVPD" total_charge=+1 max_force_ev_per_a=5.53 energy_ev=-13933.79401 smiles="C=[NH+]C(=O)NNOCCC" homo_ev=-14.732
H -0.33631 2.59491 -1.10402
H -0.07712 -1.26286 -2.58196
N 1.18112 2.72520 0.37650
O 0.01584 -0.17109 0.14140
H -1.16613 -1.36050 1.19971
H 0.96605 -2.28274 -0.31259
H -1.39853 0.82460 1.11455
H 0.48848 -3.02705 -2.60733
C 1.45629 1.96423 1.59527
C -0.12441 2.61497 0.01205
C -0.84365 -1.28725 0.12387
H -1.15403 -2.61318 -2.47396
H -0.52085 -3.45010 -0.24785
N 0.29299 1.19735 1.98223
C -0.25170 -2.29777 -2.15608
N -0.48750 0.85595 0.88185
O 2.33512 2.03511 2.33654
H -0.79329 3.20941 0.55074
H -1.80705 -1.11553 -0.49537
H 0.55271 0.53006 2.63405
C -0.12553 -2.43025 -0.61181
H 1.79748 2.74653 -0.35775


# 3
26
Properties=species:S:1:pos:R:3 method="wB97M-V/def2-TZVPD" total_charge=0 max_force_ev_per_a=1.38 energy_ev=-10629.13500 smiles=CCc1ccccc1.CC homo_ev=-8.927
H -1.11622 1.95577 0.68232
C -0.04916 -0.79222 0.31492
H 3.71509 -1.39852 -0.34889
H -1.98340 -1.56184 -1.41324
H -3.39068 -1.28492 -0.27563
H -2.13504 2.33240 -1.38437
C -1.44167 3.10859 -1.05964
H 0.29194 -1.96082 2.10116
H 2.72976 -2.11551 1.77495
C 2.70718 -1.09423 -0.08201
C 2.10113 -1.62113 1.04622
H -0.07621 3.35426 0.64812
H -1.85208 0.37494 0.14308
H 2.48297 0.36245 -1.64094
C -2.34298 -1.57791 -0.38632
H -0.56282 2.83663 -1.65114
C -1.08554 3.01383 0.43025
C 1.96531 -0.25122 -0.91509
H -1.81486 -0.74122 1.52520
C 0.72431 -1.48893 1.22553
H 0.03570 0.31416 -1.55342
H -2.31902 -2.60404 -0.02672
H -1.88296 4.07625 -1.29238
C 0.59010 -0.19766 -0.77358
C -1.52705 -0.59937 0.48693
H -1.82839 3.51400 1.05210


# 4
19
Properties=species:S:1:pos:R:3 method="wB97M-V/def2-TZVPD" total_charge=+1 max_force_ev_per_a=3.27 energy_ev=-27077.09620 multiplicity=4 s_squared=3.775 homo_ev="-12.206 / -14.856"
H 2.11525 -0.95588 -1.01762
H -1.57799 0.71022 -3.66057
H 1.80366 -2.34248 -0.21106
Tc 0.27332 -0.30763 0.87430
H 2.91118 0.36879 1.24703
C -2.16381 -0.07168 -3.22584
H -2.04405 -0.98481 -3.81986
H 1.88648 1.43237 1.96921
H 2.27899 0.05940 2.71677
N 1.37077 -1.47519 -0.56158
Cl -1.53559 1.67752 3.36271
H -1.74072 -0.10807 -2.21720
H -3.22615 0.02479 -3.07837
O -0.02042 1.44155 3.00293
O -0.49368 0.96735 0.01055
O -0.36397 -1.60780 1.79800
O -2.29325 2.53388 2.36731
N 2.03983 0.43809 1.77965
H 0.78016 -1.80042 -1.33637


# 5
56
Properties=species:S:1:pos:R:3 method="wB97M-V/def2-TZVPD" total_charge=+2 max_force_ev_per_a=6.07 energy_ev=-28947.30740 homo_ev="-14.589 / -14.434"
H -3.39006 -0.45670 -1.04291
H -1.83714 0.56320 -4.17320
H 1.09351 1.25252 -2.34035
H -2.40492 -2.18359 0.45262
O 0.65362 -0.39739 1.05973
C 0.82702 4.33921 -2.93028
H -1.04500 -1.38292 4.47835
H -1.02542 1.68764 4.51321
H -3.56789 -1.65653 -2.34450
H 2.19958 -0.08465 -3.52688
H 1.87003 -1.62741 -4.32196
H -0.32591 3.75881 -1.20948
C -0.92500 -1.98113 -1.10273
C 1.59107 0.52149 4.22621
C -1.62978 -2.77324 -0.06226
H 1.07693 -1.57598 3.91481
C 1.41474 -2.97184 -0.79521
H 1.22475 3.91249 -3.85900
C -3.00920 -0.75737 -2.03217
N -0.91410 -0.24780 2.69280
H 2.04144 2.45626 -1.47938
H 2.61001 0.48998 4.62795
H -0.14568 1.10739 -4.13729
C 0.10688 3.26826 -2.09427
C -1.55033 -1.05903 -1.99343
H 0.87554 1.43960 6.02781
H 1.52003 1.44691 3.63888
C 0.43592 -2.10056 -1.46583
C 1.93433 -1.13319 -3.34223
H 1.06056 -4.01295 -0.78002
H -1.63401 -0.30370 1.97241
H -2.46040 -0.39111 4.08322
C 1.39186 -0.69958 3.33266
C 0.35577 -0.44389 2.27925
H 2.75681 -1.59838 -2.79167
H 1.65739 4.78668 -2.36407
C 0.61479 0.57967 5.39876
H 0.73582 -0.31801 6.02048
H -0.59201 -0.33767 -5.05531
H 2.32314 -0.94446 2.81031
H -0.75281 2.88058 -2.67280
In -0.51067 1.04536 -0.31016
H 2.37520 -2.95314 -1.31401
H 1.58096 -2.66056 0.24605
C -0.56249 -0.64115 -2.94671
C 1.00390 2.08817 -1.62165
C -0.85028 0.71576 4.99258
C -0.79506 0.22169 -4.12900
H -2.13622 -3.64209 -0.52169
C -1.36352 -0.40305 4.08925
H 0.11264 5.13100 -3.19110
C 0.66403 -1.27469 -2.60767
H -1.46585 0.70085 5.90399
H -3.23778 0.04176 -2.74807
H 0.95331 1.74373 -0.14111
H -0.93004 -3.16524 0.68705


# 6
148
Properties=species:S:1:pos:R:3 method="wB97M-V/def2-TZVPD" total_charge=0 max_force_ev_per_a=4.32 energy_ev=-185512.86848 smiles="O=[N+]([O-])c1ccccc1.O=[N+]([O-])c1ccccc1.CCOS(C)(=O)=O.CCOS(C)(=O)=O.CCOS(C)(=O)=O.CCOS(C)(=O)=O.CCOS(C)(=O)=O.CCOS(C)(=O)=O.CCOS(C)(=O)=O.CCOS(C)(=O)=O" homo_ev=-9.821
H -0.58576 -6.89362 3.61339
C -0.29212 7.63647 -1.17184
H -0.99067 5.72519 -0.29064
O -7.84214 2.70906 -0.13741
C 4.06408 1.92242 4.26946
C -7.42754 5.11875 2.35833
C 3.08011 -1.71516 0.80299
H 3.38859 -2.87313 -4.60125
O 5.53588 -2.12858 0.82062
C -1.84326 -5.07290 -4.35526
H 5.78114 2.96552 -4.34305
O 5.37419 2.01253 1.13369
H -4.96268 -5.16104 -5.53476
H -0.34168 -0.94386 -2.91720
C -1.29411 0.45612 -0.82948
H -0.68124 3.27764 -4.21664
O 0.61713 1.96308 3.58918
H -5.42504 -5.73984 -3.25925
H 3.24359 -1.64943 -0.20555
H -0.89528 -0.40219 3.25818
H -2.64661 2.03018 -1.40200
H -0.13638 -1.08328 -0.24314
H -0.48783 8.23832 -0.25075
S 0.30603 4.48600 -2.38291
H 3.93547 -0.26258 4.34291
N -4.62435 -2.08328 -0.71146
O -5.93729 3.79873 1.00482
O 2.48447 0.51235 3.10429
C 6.15387 3.04716 -2.27296
H 0.37611 -1.36382 2.50391
H 0.41973 -5.52538 3.16114
H -7.03415 3.00646 2.71165
O -0.50122 -3.95368 -5.79442
H 0.78922 7.49597 -1.10374
H -3.24426 3.36250 0.77230
H 0.68315 -2.45179 -3.03091
C -2.84406 -4.98250 -5.27408
H 8.79137 -0.47887 1.68175
O 0.83710 0.89242 1.37499
H -5.33509 0.93228 1.60773
H -3.46428 -5.57326 1.86910
H 4.63381 -0.27204 0.90948
H 3.24119 -2.48689 -2.89540
C -2.40787 1.81070 2.05623
H 4.65723 1.96540 5.18912
H 0.31616 -1.33694 -4.48461
C -2.75908 -4.83136 2.18467
O -4.91452 0.87822 4.67248
H -6.86528 6.05506 2.34446
H 1.03424 3.18047 -4.19087
C -4.10644 -5.26448 -4.85119
H -2.22557 -2.74516 -0.11655
C 0.49099 -1.42744 -3.41432
H -1.47502 1.58495 2.52515
H -3.58040 -6.08752 -1.65577
H 4.79564 4.08193 -3.49613
C 3.62309 -2.10617 -3.83783
C 0.10020 -6.50602 2.88827
H 5.57902 -2.68925 -3.47862
C -1.12812 -0.86052 -0.59421
O -5.60233 -1.75046 -1.39500
O 0.45420 -4.69023 -4.04247
H 6.86001 3.84648 -2.38247
H -2.27369 3.90530 2.11176
S 4.93620 2.04907 -0.22358
O 5.18360 0.90500 -1.03280
O 2.44679 -0.17450 -1.96119
O -0.86024 5.52986 -2.42471
H -1.67920 1.99571 5.09497
N -0.54604 -4.62631 -4.75002
H 3.08334 3.33073 0.36110
C 3.28439 0.65562 4.26609
H 0.21602 4.72987 -4.77816
S 1.88942 -0.29457 -3.23173
O 1.52946 5.18069 -2.05503
H -3.14830 -3.84763 1.92766
H -2.62984 -4.74919 3.29584
H -2.14917 6.52663 -1.31533
O -0.73910 -6.36779 1.61383
H 6.61698 2.09440 -2.25083
H 2.99338 2.80225 -1.29037
C -6.26470 1.13327 1.05730
C -3.44719 -1.16375 -0.75998
H -2.71817 1.55025 6.49164
C -3.33824 -5.87519 -2.68716
C -3.58025 0.13634 -1.19990
O 2.83463 -0.99785 -4.25551
C -1.10406 6.38396 -1.20017
H -6.41019 0.44094 0.31632
S 1.00718 0.76606 2.81123
S -1.25933 -4.98844 1.24607
C -2.49324 0.96207 -1.26436
O -0.28431 -4.03327 1.67840
C 7.82703 -0.63296 1.11943
H -0.38688 1.09174 -0.67389
H 2.62758 0.65219 5.02652
H 2.42786 -0.94021 1.06695
H -2.75782 0.95345 1.47037
C -2.04116 -5.61877 -3.11713
C -6.57453 3.92205 2.36546
H 7.09545 0.14553 1.37473
O -5.46746 2.64185 -0.99090
O -1.65273 -5.03766 -0.14554
H -4.51691 0.59894 -1.50235
H 2.08489 -6.68645 2.04300
O -0.04408 3.39039 -1.56241
H -0.48543 8.19345 -2.07546
H 2.55471 1.71573 0.10348
H 4.45869 2.30445 -3.37428
O -3.53916 1.97984 3.00038
O -2.76473 -0.14738 4.04112
O 6.80692 -2.10342 3.05480
H -1.53206 3.28133 0.62749
S 6.98274 -2.13434 1.61564
H -7.11778 1.10542 1.62672
H 0.50762 -0.97143 4.27902
H 5.46966 -1.50198 -4.75904
C 3.27255 2.47749 -0.26951
C -2.34896 3.12004 1.32528
H -5.73559 4.10247 3.04257
C -2.70625 2.00621 5.45384
H 3.41146 2.83339 4.43182
H -1.20054 -5.81449 -2.46448
H 4.53390 -1.16766 2.38343
C 0.23054 3.89784 -4.07017
H 4.78660 2.11385 3.47066
H 5.22868 -0.98128 -3.07507
H -7.81905 5.15525 3.39809
O 5.54179 3.35785 -0.96677
C 0.11680 -0.67878 3.25182
H 7.91840 -0.66377 0.04795
S -6.41204 2.58473 0.10494
O -4.52716 -3.06935 0.02962
H 1.16993 -8.30708 2.14524
C 4.99995 -1.76915 -3.78293
O 1.55213 0.91063 -3.91237
C 4.48895 -1.24919 1.28818
S -3.55439 1.02523 4.26036
C 1.34963 -7.33538 2.65642
H -3.22483 2.96542 5.59275
C -4.38183 -5.67940 -3.54472
H 1.86764 -7.37601 3.63365
H -8.38265 5.12646 1.75773
C 5.23261 3.08781 -3.39785
C -2.19372 -1.75629 -0.49331
H 2.92763 -2.69833 1.19392
H -2.64540 -4.71394 -6.28432
O 7.69943 -3.26555 1.00155